Here is a molecular structure, C39H44PPb at a distorted geometry from OMol25. Energies are from ωB97M-V with the def2-TZVPD basis set.

XYZ file:
```
85
Properties=species:S:1:pos:R:3:lowdin_charge:R:1
C 1.59 -2.67 -0.32 -0.18
C 2.14 -2.04 -1.46 -0.18
C 1.18 -2.10 -2.50 -0.22
C 0.05 -2.81 -2.01 -0.17
C 0.30 -3.15 -0.66 -0.20
Pb -0.11 1.51 -1.59 1.21
C -4.22 0.80 -2.23 -0.34
C -3.93 0.32 -0.96 -0.19
H -4.14 0.97 -0.07 0.12
C -3.39 -0.93 -0.68 0.02
H -3.01 -1.66 -1.43 0.03
H -3.44 -1.32 0.34 0.05
C -4.81 2.14 -2.66 -0.06
H -4.49 3.07 -2.13 0.08
H -4.59 2.43 -3.72 0.08
H -5.92 2.10 -2.65 0.09
C -3.94 -0.15 -3.31 -0.10
H -2.91 -0.53 -3.39 0.07
H -4.63 -0.98 -3.12 0.10
H -4.13 0.21 -4.35 0.09
C 3.45 -1.40 -1.49 -0.06
H 3.53 -0.67 -0.66 0.03
H 4.29 -2.10 -1.37 0.11
H 3.61 -0.84 -2.41 0.06
C 1.31 -1.50 -3.85 -0.06
H 1.68 -0.46 -3.79 0.04
H 2.02 -2.05 -4.49 0.09
H 0.35 -1.50 -4.37 0.07
C -1.15 -3.19 -2.78 -0.02
H -1.07 -2.87 -3.82 0.08
H -1.29 -4.28 -2.76 0.10
H -2.07 -2.76 -2.36 0.05
C -0.55 -3.98 0.22 -0.03
H -1.44 -4.32 -0.32 0.08
H 0.00 -4.87 0.56 0.09
H -0.88 -3.44 1.11 0.04
C 2.31 -2.80 0.96 -0.02
H 1.76 -3.47 1.64 0.09
H 3.32 -3.21 0.80 0.10
H 2.43 -1.82 1.44 0.05
C 2.96 1.13 -1.21 0.10
C 0.16 3.28 -3.01 -0.31
C 3.85 1.70 -2.08 -0.15
C 1.18 2.86 -3.85 -0.26
H -0.79 3.68 -3.31 0.00
C 3.59 1.56 -3.57 -0.10
H 4.87 1.92 -1.70 0.13
C 2.49 2.11 -4.20 -0.09
H 0.86 3.19 -4.84 0.08
H 4.25 0.90 -4.19 0.13
H 2.53 2.06 -5.34 0.13
C -0.54 4.91 4.12 -0.07
C -0.14 4.94 2.78 -0.07
C -0.02 3.75 2.06 -0.11
C -0.32 2.52 2.68 -0.37
C -0.72 2.49 4.03 -0.09
C -0.84 3.69 4.74 -0.06
P -0.09 1.05 1.61 1.01
C 1.59 0.54 2.19 -0.35
C 2.69 0.78 1.38 -0.16
C 3.96 0.36 1.71 -0.09
C 4.18 -0.22 2.96 -0.06
C 3.10 -0.39 3.83 -0.06
C 1.81 -0.02 3.46 -0.09
C -1.17 -0.15 2.48 -0.38
C -0.77 -1.48 2.65 -0.11
C -1.65 -2.40 3.24 -0.08
C -2.94 -2.01 3.62 -0.06
C -3.35 -0.69 3.42 -0.07
C -2.48 0.24 2.84 -0.12
H -0.62 5.84 4.68 0.11
H 0.08 5.89 2.28 0.11
H 0.30 3.75 1.01 0.08
H -0.96 1.55 4.52 0.11
H -1.15 3.66 5.79 0.11
H 2.54 1.33 0.39 0.01
H 4.79 0.51 1.01 0.11
H 5.18 -0.50 3.25 0.11
H 3.26 -0.82 4.83 0.12
H 0.97 -0.17 4.14 0.11
H 0.23 -1.80 2.35 0.09
H -1.31 -3.43 3.41 0.12
H -3.62 -2.73 4.07 0.11
H -4.35 -0.37 3.72 0.11
H -2.80 1.27 2.70 0.11
```

Calculated values
E_LUMO (spin up / spin down) = -4.558 / -4.525 eV
max |F| = 5.9 eV/Å
total charge = +1
2S+1 = 1
gap between HOMO and LUMO (spin up / spin down) = 0.17644 / 0.18096 hartree